No. 1
{
  "formula": "C4H5FN2O",
  "method": "ωB97M-V/def2-TZVPD",
  "relative_energy_kcal_mol": 95.56,
  "fmax_ev_per_a": 5.06,
  "charge": 0,
  "multiplicity": 1,
  "species": ["C", "C", "C", "C", "H", "H", "H", "H", "H", "N", "N", "O", "F"],
  "positions_angstrom": [[1.493, -0.034, 0.987], [1.033, 0.061, -0.460], [-0.497, 0.034, -0.527], [-1.637, 0.823, -0.482], [0.520, 0.390, 1.593], [1.385, -1.091, 1.115], [2.645, 0.332, 1.288], [1.384, 0.933, -0.943], [-2.050, 1.896, -0.923], [-2.730, -0.062, -0.318], [-2.268, -1.292, -0.038], [-0.946, -1.148, 0.028], [1.669, -0.844, -1.320]]
}

---

No. 2
{
  "formula": "C4H5FN2S",
  "method": "ωB97M-V/def2-TZVPD",
  "relative_energy_kcal_mol": 23.54,
  "fmax_ev_per_a": 3.13,
  "charge": 0,
  "multiplicity": 1,
  "species": ["C", "C", "C", "C", "H", "H", "H", "H", "H", "N", "N", "F", "S"],
  "positions_angstrom": [[0.823, -1.050, -2.740], [0.735, 0.569, -0.815], [0.153, 0.545, 0.432], [-0.588, -0.660, 0.380], [1.628, -1.746, -2.569], [0.024, -1.563, -3.281], [1.199, -0.205, -3.284], [1.343, 1.287, -1.312], [1.197, 2.407, 1.499], [0.332, -0.508, -1.517], [-0.536, -1.310, -0.757], [-1.320, -1.127, 1.388], [0.074, 1.641, 1.802]]
}

---

No. 3
{
  "formula": "C4H5FNO2",
  "method": "ωB97M-V/def2-TZVPD",
  "relative_energy_kcal_mol": 19.91,
  "fmax_ev_per_a": 4.43,
  "charge": -1,
  "multiplicity": 1,
  "species": ["C", "C", "C", "C", "N", "O", "O", "F", "H", "H", "H", "H", "H"],
  "positions_angstrom": [[-0.201, -0.637, -0.270], [-2.711, 0.576, -0.163], [0.738, 0.527, -0.028], [-1.300, -0.714, 0.617], [0.073, -1.238, -1.362], [-3.608, 0.014, -0.736], [-2.264, 1.658, 0.074], [-2.013, -1.954, 0.821], [1.486, 0.473, 0.745], [0.244, 1.503, -0.013], [1.319, 0.548, -0.948], [-1.213, -0.441, 1.739], [-0.449, -1.974, -1.759]]
}

---

No. 4
{
  "formula": "C4H5FNO5",
  "method": "ωB97M-V/def2-TZVPD",
  "relative_energy_kcal_mol": 40.31,
  "fmax_ev_per_a": 3.82,
  "charge": -1,
  "multiplicity": 1,
  "species": ["C", "C", "C", "C", "N", "O", "O", "O", "O", "O", "F", "H", "H", "H", "H", "H"],
  "positions_angstrom": [[0.610, -0.760, -0.097], [2.686, 0.633, 0.130], [-2.109, 0.951, 1.070], [-0.605, -0.924, -0.623], [-1.180, -0.147, -1.719], [2.791, 0.339, 1.275], [1.198, -1.765, 0.604], [3.326, 1.268, -0.654], [-2.713, 1.645, 0.321], [1.317, 0.291, -0.509], [-1.410, -2.039, -0.399], [-2.488, 0.038, 1.613], [-1.008, 1.031, 1.173], [-0.382, 0.482, -1.948], [-1.981, 0.344, -1.355], [1.949, -1.388, 1.118]]
}

---

No. 5
{
  "formula": "C4H5FO",
  "method": "ωB97M-V/def2-TZVPD",
  "relative_energy_kcal_mol": 37.83,
  "fmax_ev_per_a": 3.40,
  "charge": 0,
  "multiplicity": 1,
  "species": ["C", "C", "C", "C", "H", "H", "H", "H", "H", "O", "F"],
  "positions_angstrom": [[1.791, 0.187, 0.400], [0.374, 0.148, 0.136], [-0.801, 0.166, -0.113], [-2.259, 0.156, -0.383], [2.103, -1.506, -0.182], [2.044, -0.013, 1.488], [2.177, 1.223, 0.318], [-2.648, 1.210, -0.302], [-2.400, -0.177, -1.417], [2.537, -0.670, -0.357], [-2.918, -0.725, 0.414]]
}

---

No. 6
{
  "formula": "C4H5FO",
  "method": "ωB97M-V/def2-TZVPD",
  "relative_energy_kcal_mol": 30.99,
  "fmax_ev_per_a": 3.84,
  "charge": 0,
  "multiplicity": 1,
  "species": ["C", "C", "C", "C", "O", "F", "H", "H", "H", "H", "H"],
  "positions_angstrom": [[0.483, 0.073, -1.075], [1.089, -0.787, -0.256], [-0.453, 0.721, -0.097], [0.215, -0.348, 0.938], [-1.782, 0.900, -0.304], [0.782, 0.165, 2.085], [0.633, 0.189, -2.216], [1.874, -1.609, -0.199], [-0.093, 1.748, 0.200], [-0.531, -1.105, 1.289], [-2.216, 0.054, -0.366]]
}

---

No. 7
{
  "formula": "C4H5FO",
  "method": "ωB97M-V/def2-TZVPD",
  "relative_energy_kcal_mol": 52.66,
  "fmax_ev_per_a": 4.19,
  "charge": 0,
  "multiplicity": 1,
  "species": ["C", "C", "C", "C", "O", "F", "H", "H", "H", "H", "H"],
  "positions_angstrom": [[-1.092, -0.392, 1.475], [0.402, 0.372, -0.589], [-0.564, -0.926, 0.205], [1.501, 0.882, -1.267], [-1.233, 0.824, 1.645], [2.430, 0.038, -1.786], [-1.330, -1.014, 2.312], [-0.261, 1.200, -0.133], [-1.405, -1.068, -0.513], [-0.073, -1.896, 0.246], [1.626, 1.979, -1.596]]
}

---

No. 8
{
  "formula": "C4H5FO2",
  "method": "ωB97M-V/def2-TZVPD",
  "relative_energy_kcal_mol": 69.39,
  "fmax_ev_per_a": 9.57,
  "charge": 0,
  "multiplicity": 1,
  "species": ["C", "C", "C", "C", "H", "H", "H", "H", "H", "O", "O", "F"],
  "positions_angstrom": [[1.078, 0.624, 0.476], [0.297, -0.134, -0.378], [-0.648, -1.325, -0.012], [-1.138, 0.621, -0.405], [0.610, 0.764, 1.624], [2.200, 0.298, 0.851], [1.266, 1.653, -0.149], [-0.541, -1.572, 1.060], [-0.661, -2.204, -0.781], [-1.922, -0.468, -0.343], [-1.407, 1.768, -0.450], [0.866, -0.025, -1.495]]
}